# 1
The following is a quantum chemistry calculation of 4 unconnected molecules or ions with the total composition C6H19BrN5O3, from OMol25.

Positions of all 34 atoms, in Å:
Br -2.6993 0.2636 -0.6804
C 1.2113 1.8050 -2.7206
C 0.9782 1.9406 -1.1801
C 2.1714 2.2979 -0.3002
O 3.1542 1.3234 0.0012
C 3.9684 0.9233 -1.0758
N -0.1612 2.8861 -1.0616
H 1.9707 2.4570 -3.1687
H 0.3158 1.8408 -3.3372
H 1.6754 0.8446 -2.9881
H 0.6513 0.9337 -0.9103
H 1.6968 2.5409 0.6523
H 2.6950 3.1869 -0.6712
H 4.6503 1.7224 -1.3881
H 3.4958 0.4042 -1.9088
H 4.6803 0.2222 -0.6305
H -0.9660 2.2598 -1.2248
H -0.2630 3.2903 -1.9871
C 0.3317 -1.4760 2.4322
O 0.9409 -2.0105 3.3468
N -1.0135 -1.2153 2.3912
N 0.9248 -1.1235 1.2496
H -1.4983 -0.8945 1.5648
H -1.6455 -1.6920 3.0150
H 0.3237 -0.6832 0.5710
H 1.8225 -0.6707 1.3454
C -3.8431 -3.1078 1.2935
O -4.2956 -4.1648 1.7353
N -4.2169 -1.9122 1.7881
N -2.9402 -3.0745 0.2670
H -4.8239 -1.9076 2.5848
H -3.8280 -1.0472 1.4376
H -2.7127 -2.2258 -0.2349
H -2.7514 -3.9373 -0.2075

The HOMO energy is -0.2030 Eh. As for the total charge: -1. As for the energy relative to the best compared isomer or geometry (same formula, charge and spin): 9.7 kcal per mole.

=====

# 2
The following is a quantum chemistry calculation of a single C4H11NO molecule, from OMol25.

Positions of all 17 atoms, in Å:
C 1.9304 -0.4354 -0.4976
N 0.9932 -0.3433 0.5756
C 0.2385 0.9223 0.6104
C -0.8882 0.8081 -0.4152
C -1.9573 -0.1223 -0.0124
O -1.2672 -1.4044 0.0480
H 2.3534 0.5352 -0.9740
H 2.8686 -1.1547 -0.2255
H 1.4209 -1.1429 -1.2458
H 1.4404 -0.5815 1.5830
H 0.6557 1.9067 0.2216
H -0.1564 0.8890 1.7077
H -0.3825 0.2554 -1.3698
H -1.4584 1.6854 -0.8712
H -2.4564 -0.0719 0.8888
H -2.6643 -0.0573 -0.8334
H -0.6703 -1.6885 0.8096

The HOMO energy is -0.3054 Eh. The SMILES is CNCCCO. As for the energy relative to the best compared isomer or geometry (same formula, charge and spin): 85.6 kcal per mole.

=====

# 3
The following is a quantum chemistry calculation of 2 unconnected molecules or ions with the total composition C34H35O3Si, from OMol25.

Positions of all 73 atoms, in Å:
C 4.9851 -3.5134 3.1647
C 3.5576 -3.1499 3.5934
C 2.7978 -3.1611 2.3030
C 3.7113 -3.5255 1.2764
O 4.9753 -3.7573 1.7096
C 3.2999 -3.6861 -0.0566
C 1.9674 -3.5622 -0.3492
C 1.0195 -3.0960 0.6302
C -0.3452 -2.8040 0.3473
C -0.9475 -2.6443 -0.9338
C -2.3708 -2.7440 -1.0141
C -3.0018 -2.6969 -2.2412
C -2.2201 -2.5526 -3.4192
O -2.9355 -2.6186 -4.5717
C -4.3526 -2.8104 -4.1879
C -4.4330 -2.8274 -2.6547
C -0.8270 -2.3810 -3.3724
C -0.2193 -2.3539 -2.1404
C 1.4729 -2.9574 1.9846
H 5.7126 -2.7083 3.3470
H 5.3641 -4.4247 3.6486
H 3.1783 -3.8865 4.3088
H 3.5406 -2.1726 4.0882
H 4.0557 -3.9264 -0.8017
H 1.6127 -3.8274 -1.3404
H -1.0048 -2.7062 1.2109
H -2.9452 -2.8879 -0.0977
H -4.9265 -1.9909 -4.6434
H -4.6850 -3.7542 -4.6454
H -4.8882 -3.7604 -2.2979
H -5.0563 -1.9996 -2.2878
H -0.2902 -2.2716 -4.3060
H 0.8401 -2.1113 -2.0788
H 0.7475 -2.6819 2.7495
C -7.4464 -2.1008 -0.1506
Si -7.1141 -2.6452 1.5989
C -7.4752 -1.3194 2.8589
C -7.9792 -4.2678 1.9189
O -5.4060 -2.8440 1.5969
C -4.5931 -3.1832 2.6430
C -3.6039 -2.3145 3.0447
C -2.8214 -2.5611 4.2461
C -2.1691 -3.7955 4.4705
C -1.5745 -4.0772 5.6988
C -1.5678 -3.1186 6.7214
C -2.1640 -1.8708 6.4954
C -2.7279 -1.5695 5.2551
C -4.8464 -4.4931 3.2698
C -5.2606 -4.5250 4.6104
C -5.6666 -5.7297 5.1794
C -5.6127 -6.9134 4.4387
C -5.1785 -6.8800 3.1078
C -4.7977 -5.6799 2.5126
H -8.5256 -1.9484 -0.3133
H -6.9297 -1.1579 -0.3716
H -7.0979 -2.8575 -0.8672
H -8.5571 -1.1335 2.9553
H -7.0939 -1.5841 3.8555
H -7.0011 -0.3721 2.5614
H -9.0580 -4.1518 1.7215
H -7.6030 -5.0480 1.2429
H -7.8706 -4.6379 2.9479
H -3.5193 -1.3353 2.5669
H -2.1846 -4.5355 3.6689
H -1.1446 -5.0664 5.8687
H -1.1267 -3.3653 7.6933
H -2.1964 -1.1416 7.3093
H -3.1816 -0.5919 5.0787
H -5.2812 -3.5873 5.1700
H -6.0411 -5.7270 6.2035
H -5.9248 -7.8538 4.9009
H -5.1583 -7.8023 2.5253
H -4.4751 -5.6433 1.4687

The HOMO energy is -0.3687 Eh. As for the total charge: +1.

=====

# 4
The following is a quantum chemistry calculation of 9 unconnected molecules or ions with the total composition C40H85BrN4O10S, from OMol25.

Positions of all 141 atoms, in Å:
H 1.9449 0.8748 -4.1919
N 1.4994 0.3052 -3.4554
C 2.1021 -0.8649 -3.4149
C 3.3234 -1.0864 -4.4735
C 1.7786 -2.0573 -2.3988
C 0.2919 -2.6358 -2.4825
C -0.9991 -1.8349 -2.0987
C -0.9298 -0.3164 -1.6148
C -1.6437 0.5689 -2.7846
O -1.4046 0.4419 -4.0031
Br -3.0092 1.9074 -2.2350
C -2.4641 -2.4751 -2.1559
N -3.6595 -1.7001 -1.7626
C -4.2534 -2.1879 -0.4772
C -3.4484 -1.6465 0.8314
C -3.9104 -0.1614 1.2731
C -2.6843 -3.9469 -2.5938
O -3.9616 -4.5862 -2.6421
C -4.4663 -4.6266 -4.0129
C -5.9767 -4.0808 -4.0899
C -1.3827 -4.7643 -2.9961
N -1.5147 -6.1383 -3.4018
S 0.1273 -6.5952 -3.7264
N 0.9943 -5.1480 -3.3432
C 0.0616 -4.1258 -2.9406
H 3.4834 -2.1820 -4.7464
H 3.1782 -0.4152 -5.4064
H 4.2544 -0.6507 -3.9360
H 2.0409 -1.7310 -1.3303
H 2.4882 -2.9276 -2.6856
H 0.1152 0.0636 -1.3599
H -1.5902 -0.1569 -0.6783
H -4.3663 -1.7676 -2.5187
H -5.3801 -1.9260 -0.3925
H -4.2178 -3.3460 -0.3840
H -2.3056 -1.6593 0.6628
H -3.6804 -2.3302 1.7352
H -3.0747 0.3435 1.8928
H -4.0469 0.4997 0.3423
H -4.9050 -0.1598 1.8671
H -4.3413 -5.6842 -4.4646
H -3.8099 -3.9126 -4.6357
H -6.0530 -3.2386 -4.8667
H -6.7227 -4.9009 -4.4009
H -6.2691 -3.6277 -3.0712
C 7.2767 2.2183 -3.6482
C 6.0435 1.6734 -2.9449
C 5.7834 2.4044 -1.6378
O 6.2229 0.2828 -2.6822
H 8.1694 2.0890 -3.0275
H 7.4584 1.6761 -4.5801
H 7.1629 3.2809 -3.8784
H 5.1732 1.7713 -3.6005
H 6.6242 2.2814 -0.9472
H 4.9013 1.9945 -1.1379
H 5.6246 3.4727 -1.8075
H 6.9909 0.1851 -2.1025
C 5.9666 1.2652 3.7511
C 5.6212 1.1647 2.2736
C 4.1450 0.8624 2.0687
O 6.4034 0.1342 1.6729
H 5.7605 0.3209 4.2654
H 7.0323 1.4711 3.8831
H 5.3940 2.0594 4.2374
H 5.8773 2.1023 1.7718
H 3.8757 -0.0960 2.5246
H 3.9140 0.7815 1.0028
H 3.5175 1.6444 2.5043
H 6.1839 -0.6997 2.1101
C -3.5385 4.4911 1.4142
C -4.3436 3.3907 2.0878
C -5.6585 3.9233 2.6359
O -3.5802 2.8287 3.1516
H -3.2886 5.2844 2.1264
H -2.5915 4.0967 1.0355
H -4.0923 4.9321 0.5808
H -4.5421 2.5892 1.3707
H -5.4822 4.6969 3.3907
H -6.2211 3.1247 3.1272
H -6.2758 4.3474 1.8392
H -3.3985 3.5317 3.7933
C -0.6754 6.8455 4.1037
C -1.9046 6.3037 4.8158
C -2.1496 7.0314 6.1283
O -1.7291 4.9107 5.0715
H 0.2213 6.7101 4.7143
H -0.5048 6.3055 3.1679
H -0.7863 7.9091 3.8788
H -2.7806 6.4081 4.1686
H -1.3029 6.9019 6.8104
H -3.0290 6.6241 6.6350
H -2.3046 8.1009 5.9637
H -0.9567 4.8076 5.6434
C -3.9644 -6.8056 3.2925
C -3.4177 -5.4100 3.0386
C -2.1471 -5.4562 2.2055
O -3.1436 -4.7741 4.2862
H -3.2420 -7.4137 3.8471
H -4.8712 -6.7580 3.9023
H -4.2004 -7.3140 2.3537
H -4.1723 -4.8076 2.5247
H -1.3607 -6.0170 2.7220
H -1.7591 -4.4470 2.0407
H -2.3290 -5.9240 1.2344
H -2.4768 -5.2999 4.7482
C 3.2369 10.1585 4.2958
C 3.1350 8.6631 4.5524
C 4.3467 7.9240 4.0064
O 1.9528 8.1558 3.9363
H 3.2811 10.3684 3.2221
H 2.3546 10.6754 4.6830
H 4.1263 10.5810 4.7707
H 3.0461 8.4798 5.6270
H 4.4294 8.0565 2.9227
H 4.2547 6.8496 4.1874
H 5.2693 8.2796 4.4727
H 2.0216 8.3132 2.9846
C -6.9988 -7.0663 -0.0892
C -6.3262 -5.7876 0.3850
C -7.0864 -4.5562 -0.0813
O -4.9922 -5.7399 -0.1183
H -7.0322 -7.1075 -1.1829
H -6.4354 -7.9425 0.2432
H -8.0201 -7.1411 0.2940
H -6.2629 -5.7888 1.4772
H -7.1228 -4.5107 -1.1745
H -6.5855 -3.6453 0.2565
H -8.1103 -4.5554 0.3022
H -5.0370 -5.7384 -1.0853
C 7.6796 -1.4000 -5.8529
C 6.6009 -2.3801 -5.4207
C 7.0778 -3.8188 -5.5454
O 5.4399 -2.1937 -6.2282
H 7.9513 -1.5558 -6.9023
H 7.3190 -0.3713 -5.7689
H 8.5787 -1.5067 -5.2403
H 6.3132 -2.1766 -4.3853
H 7.3286 -4.0587 -6.5840
H 6.2886 -4.5125 -5.2425
H 7.9589 -3.9980 -4.9235
H 5.6837 -2.3713 -7.1470

The HOMO energy is -0.3018 Eh. The SMILES is [H]/N=C(\C)Cc1c(CC(=O)Br)c(NCCC)c(OCC)c2nsnc12.CC(C)O.CC(C)O.CC(C)O.CC(C)O.CC(C)O.CC(C)O.CC(C)O.CC(C)O.

=====

no.,frontier orbital gap (eV)
1,8.41
2,9.25
3,5.25
4,7.16